The following is a quantum chemistry calculation of a molecular structure, C30H33FHgN3O2, from the Open Molecules 2025 dataset.

XYZ file:
```
70
Properties=species:S:1:pos:R:3:forces:R:3
H 4.9859 -2.0860 -3.6063 -0.007 0.021 -0.018
H -3.5706 -1.6043 3.0666 0.014 0.021 -0.047
H -1.4219 -5.8163 -3.2279 0.003 -0.082 0.047
C -2.1500 -2.0942 -1.6040 0.032 0.006 0.043
N -1.0537 -1.3303 -1.7985 0.210 0.136 -0.075
H 0.4153 -3.2591 -4.1662 -0.036 0.009 0.039
C 2.4261 2.1144 1.5775 0.007 -0.051 0.032
H 1.8470 2.2175 0.6615 0.004 -0.003 -0.011
H 3.1305 0.6424 2.9183 0.062 -0.012 0.057
O -0.7601 -5.0765 -5.0518 -0.083 0.012 0.081
C 4.3109 -0.7365 -4.8478 -0.015 -0.143 0.094
H 5.0920 0.0226 -4.7659 0.085 0.025 0.026
C 0.1171 -0.9038 4.7445 -0.028 0.058 -0.029
C 1.0713 0.2951 2.8592 0.095 0.004 0.032
C 3.1189 0.9030 -3.3106 0.064 0.018 -0.120
H 1.9708 -0.4402 0.3228 -0.078 0.001 -0.136
H -2.0220 -0.9793 4.8369 0.069 0.024 -0.046
H -3.1522 2.0756 3.9282 -0.021 -0.040 -0.002
C -1.1307 4.6910 2.7090 0.033 -0.023 -0.019
C -0.1105 -1.7165 -2.7290 -0.075 -0.074 -0.032
C -1.6241 -4.9991 -3.9277 0.125 0.061 -0.077
H 2.2138 -0.6648 4.3932 -0.051 0.014 -0.023
H -0.8681 -5.9359 -5.4655 -0.001 -0.051 -0.004
C 1.0068 -0.8631 -2.9540 0.012 0.023 0.017
C -0.3051 -2.9369 -3.4291 0.031 0.055 -0.043
C 2.3610 0.6927 2.1457 -0.068 0.035 -0.096
C 2.7422 -0.3508 1.0853 0.049 0.069 0.131
H 0.2570 -1.4735 5.6559 -0.005 0.022 -0.044
H -4.6109 1.3096 3.2808 0.053 -0.008 0.020
H 2.8718 -1.3359 1.5362 0.000 0.006 -0.005
Hg -0.4482 0.3706 -0.5841 -0.246 -0.257 0.269
C -1.3492 0.1181 3.1213 -0.051 -0.026 0.034
C -1.3157 3.4301 0.3053 0.048 0.018 0.013
N -0.4392 1.3486 1.2303 -0.015 0.434 -0.274
C -3.4346 -0.9381 2.2100 -0.002 0.025 0.026
H -1.0498 5.1774 3.6744 -0.002 -0.034 -0.039
C -0.2267 0.5805 2.4086 -0.107 -0.020 0.062
H 3.6712 -0.0734 0.5779 -0.056 -0.008 0.059
C -2.7653 0.3754 2.6316 0.002 -0.081 0.091
H -2.8266 -1.4678 1.4712 -0.019 0.007 0.045
N 1.0271 0.3433 -2.3022 0.158 -0.035 -0.080
C -0.8154 2.6692 1.3695 -0.028 -0.044 0.182
H 2.0498 2.8493 2.2915 0.019 -0.020 -0.031
H -3.7142 0.5319 4.5900 -0.002 0.036 -0.053
C 1.2130 -0.4458 4.0329 -0.002 -0.055 -0.001
C -1.1590 -0.6199 4.2840 0.027 -0.031 0.008
H 4.0037 -0.7781 -5.8925 -0.015 0.006 -0.035
C 2.0979 -1.2088 -3.7920 -0.024 -0.084 -0.051
H -3.2857 -3.8228 -2.0861 0.040 0.034 0.003
C 3.1429 -0.3491 -3.9737 0.010 0.012 0.017
H 2.0030 2.1251 -1.9632 0.004 0.022 0.050
C -1.7054 4.7433 0.3955 -0.008 0.109 0.055
C -3.6081 1.1170 3.6719 0.008 -0.023 0.017
C 2.0561 1.1844 -2.4973 -0.095 -0.045 0.037
H -1.9190 6.4324 1.7096 0.022 -0.053 -0.007
H -2.8583 -1.7275 -0.8722 -0.002 0.019 0.007
H 2.1239 -2.1746 -4.2791 -0.002 0.044 0.008
H -2.7075 1.0072 1.7507 0.026 0.081 -0.092
C -2.3807 -3.2581 -2.2721 -0.034 -0.004 0.042
F -1.4399 2.8313 -0.9177 0.009 -0.132 -0.175
H -2.6738 -5.0743 -4.2229 -0.080 0.001 -0.088
H -2.0822 5.2375 -0.4929 0.033 -0.056 0.052
C -1.4114 -3.6983 -3.2143 0.049 -0.010 -0.007
H -0.3661 2.8365 3.4604 -0.009 0.022 -0.014
C -0.7386 3.3646 2.5913 -0.043 -0.025 0.001
H 3.4658 2.3627 1.3488 -0.029 -0.012 0.021
H -4.4189 -0.7450 1.7734 0.052 -0.013 0.033
C -1.6135 5.3982 1.6167 -0.010 -0.030 0.044
H 3.9196 1.6212 -3.4376 -0.044 -0.039 0.029
O 4.8206 -2.0351 -4.5539 -0.065 0.129 -0.049
```
Positions in Å, forces in eV/Å.

Output
**Total energy**: -47102.2759 eV
**Frontier orbital gap (spin up / spin down)**: 5.9 / 7.4 eV
**Lowest unoccupied orbital energy (spin up / spin down)**: 0.020 / -0.001 Ha
**⟨S²⟩**: 0.767
**2S+1**: 2